Here is an isolated ion of composition C5H6PS and charge -1 in a non-equilibrium geometry from the Open Molecules 2025 dataset. Energies are from wB97M-V/def2-TZVPD.

**Frontier orbital gap (spin up / spin down)**: 6.165 / 6.166 eV
**LUMO energy (spin up / spin down)**: 3.571 / 3.571 eV
**Highest occupied orbital energy (spin up / spin down)**: -2.5939 / -2.5956 eV
**Relative energy (zero: lowest compared OMol25 entry of this formula, charge and spin)**: 374.9 kJ/mol
**Strongest force on any atom**: 2.92 eV Å⁻¹
**Energy**: -25402.6110 eV
**Net charge**: -1

Cartesian coordinates (Å):
C -0.831 0.631 0.437
C 1.875 1.403 -0.335
C -0.423 -0.615 0.231
C 2.150 0.134 -0.350
C -1.432 -1.763 0.221
P 0.263 2.080 0.218
S 3.043 -1.207 -0.393
H -1.804 1.059 0.454
H 2.560 2.179 -0.351
H -0.995 -2.549 1.049
H -1.478 -2.233 -0.759
H -2.492 -1.550 0.481
H -0.436 2.432 -0.903

Here are the Mulliken charges for atoms 1 to 4, given in e: atom 1 (C): -0.576, atom 2 (C): -0.169, atom 3 (C): -0.037, atom 4 (C): -0.159

***

Here is one molecule with the formula C5H6S2 in a non-equilibrium geometry from the Open Molecules 2025 dataset. Energies are from wB97M-V/def2-TZVPD.

**Frontier orbital gap**: 8.858 eV
**LUMO energy**: 0.764 eV
**Highest occupied orbital energy**: -8.0945 eV
**Relative energy (zero: lowest compared OMol25 entry of this formula, charge and spin)**: 133.8 kJ/mol
**Strongest force on any atom**: 2.45 eV Å⁻¹
**Structure (SMILES)**: S[C@@]12C[C@@H]1C=CS2
**Energy**: -26950.5387 eV
**Net charge**: 0

Cartesian coordinates (Å):
S -2.568 -0.486 0.048
C -0.863 0.029 0.333
C -0.035 -0.965 1.030
C 0.242 -0.652 -0.438
C 1.354 0.305 -0.566
C 1.066 1.491 -0.010
S -0.472 1.764 0.627
H -2.591 -0.004 -1.308
H -0.704 -1.814 1.065
H 0.700 -0.605 1.737
H 0.160 -1.450 -1.287
H 2.055 0.007 -1.295
H 1.657 2.380 0.065

Here are the Mulliken charges for atoms 1 to 4, given in e: atom 1 (S): -0.234, atom 2 (C): 0.250, atom 3 (C): -0.819, atom 4 (C): 0.077

***

Here is one molecule with the formula C5H6S3 in a non-equilibrium geometry from the Open Molecules 2025 dataset. Energies are from wB97M-V/def2-TZVPD.

**Frontier orbital gap**: 8.421 eV
**LUMO energy**: -0.449 eV
**Highest occupied orbital energy**: -8.8693 eV
**Relative energy (zero: lowest compared OMol25 entry of this formula, charge and spin)**: 190.5 kJ/mol
**Strongest force on any atom**: 4.40 eV Å⁻¹
**Structure (SMILES)**: C/C=C1\SC(=S)[C@H]1S
**Energy**: -37785.8184 eV
**Net charge**: 0

Cartesian coordinates (Å):
C 1.035 -2.233 -0.173
C 0.686 -0.915 0.530
C 0.321 0.113 -0.199
S -0.279 0.094 -1.944
C -1.165 1.351 -1.124
S -2.475 2.212 -1.614
C -0.288 1.430 0.120
S -0.865 1.406 1.829
H 0.749 -2.126 -1.157
H 0.449 -2.999 0.324
H 2.032 -2.296 0.090
H 0.805 -0.717 1.530
H 0.588 2.163 -0.030
H -1.594 2.519 1.816

Here are the Mulliken charges for atoms 1 to 4, given in e: atom 1 (C): -1.242, atom 2 (C): -0.114, atom 3 (C): -0.133, atom 4 (S): -0.159

***

Here is one molecule with the formula C5H6S3 in a non-equilibrium geometry from the Open Molecules 2025 dataset. Energies are from wB97M-V/def2-TZVPD.

**Frontier orbital gap**: 8.246 eV
**LUMO energy**: -0.728 eV
**Highest occupied orbital energy**: -8.9742 eV
**Relative energy (zero: lowest compared OMol25 entry of this formula, charge and spin)**: 290.4 kJ/mol
**Strongest force on any atom**: 5.10 eV Å⁻¹
**Structure (SMILES)**: C=C[C@]1(S)CSC1=S
**Energy**: -37784.7832 eV
**Net charge**: 0

Cartesian coordinates (Å):
C 2.167 1.224 1.671
C 1.548 0.139 1.153
C 0.656 -0.066 -0.055
S 1.334 -1.340 -1.282
C 0.256 1.350 -0.984
S -1.500 1.364 -0.671
C -0.847 -0.115 0.257
S -1.789 -1.191 1.025
H 2.737 1.181 2.642
H 2.377 2.104 1.233
H 1.562 -0.912 1.655
H 0.667 -2.243 -0.379
H 0.829 2.228 -0.569
H 0.422 1.106 -1.981

Here are the Mulliken charges for atoms 1 to 4, given in e: atom 1 (C): -0.785, atom 2 (C): -0.023, atom 3 (C): 0.092, atom 4 (S): -0.148

***

Here is C5H7AgO4 as an isolated structure in a non-equilibrium geometry from the Open Molecules 2025 dataset. Energies are from wB97M-V/def2-TZVPD.

**Frontier orbital gap (spin up / spin down)**: 6.474 / 6.838 eV
**LUMO energy (spin up / spin down)**: 3.031 / 3.032 eV
**Multiplicity**: 2
**Highest occupied orbital energy (spin up / spin down)**: -3.4429 / -3.8059 eV
**Relative energy (zero: lowest compared OMol25 entry of this formula, charge and spin)**: 0.0 kJ/mol
**Strongest force on any atom**: 1.56 eV Å⁻¹
**Energy**: -17484.4534 eV
**Net charge**: -1

Cartesian coordinates (Å):
O 0.927 -1.870 2.180
Ag 1.397 -0.544 0.451
C -0.398 -1.803 2.517
C -1.311 -1.298 1.438
H -0.817 -2.804 2.834
H -0.595 -1.166 3.422
H -1.140 -1.589 0.395
H -2.126 -0.622 1.722
C -0.923 2.107 -0.247
C 0.294 1.541 -0.452
H -1.125 2.542 0.736
H -1.704 2.233 -1.011
O 0.569 1.583 -1.900
C 1.408 0.729 -2.409
O 1.981 -0.189 -1.844
O 1.471 0.898 -3.734
H 2.091 0.253 -4.097

Here are the Mulliken charges for atoms 1 to 4, given in e: atom 1 (O): -0.862, atom 2 (Ag): 0.231, atom 3 (C): 0.143, atom 4 (C): -1.035

***

Here is one molecule with the formula C5H7BO in a non-equilibrium geometry from the Open Molecules 2025 dataset. Energies are from wB97M-V/def2-TZVPD.

**Frontier orbital gap**: 8.985 eV
**LUMO energy**: 0.559 eV
**Highest occupied orbital energy**: -8.4260 eV
**Relative energy (zero: lowest compared OMol25 entry of this formula, charge and spin)**: 45.8 kJ/mol
**Strongest force on any atom**: 3.43 eV Å⁻¹
**Structure (SMILES)**: OBC1C=CC=C1
**Energy**: -8021.8424 eV
**Net charge**: 0

Cartesian coordinates (Å):
O -0.353 -2.619 0.401
B 0.439 -1.573 0.094
C -0.468 -0.366 -0.480
C 0.305 0.678 -1.277
C 0.483 1.776 -0.530
C -0.143 1.586 0.692
C -0.713 0.406 0.745
H 0.174 -3.225 0.974
H 1.519 -1.341 0.597
H -1.410 -0.652 -1.064
H 0.486 0.681 -2.340
H 1.081 2.555 -0.961
H -0.162 2.188 1.585
H -1.237 -0.094 1.563

Here are the Mulliken charges for atoms 1 to 4, given in e: atom 1 (O): -0.487, atom 2 (B): 0.324, atom 3 (C): 0.382, atom 4 (C): -0.734

***

Here is a 2-piece molecular cluster, C5H7BrF4 overall in a non-equilibrium geometry from the Open Molecules 2025 dataset. Energies are from wB97M-V/def2-TZVPD.

**Frontier orbital gap**: 10.061 eV
**LUMO energy**: 0.600 eV
**Highest occupied orbital energy**: -9.4619 eV
**Relative energy (zero: lowest compared OMol25 entry of this formula, charge and spin)**: 148.9 kJ/mol
**Strongest force on any atom**: 7.66 eV Å⁻¹
**Energy**: -86208.4592 eV
**Net charge**: 0

Cartesian coordinates (Å):
C -2.693 -0.417 0.088
C -1.236 -0.809 -0.077
C 1.639 -0.086 -0.405
C 2.507 0.900 0.314
C -0.397 0.311 0.123
F 2.024 2.141 -0.124
F 3.750 0.813 -0.250
F -0.566 1.466 -0.549
F -0.147 0.767 1.334
Br 1.984 -2.001 0.031
H -2.797 0.335 -0.700
H -3.018 -0.075 1.174
H -3.313 -1.190 -0.329
H -0.956 -1.655 0.484
H -1.116 -1.222 -1.152
H 1.730 -0.168 -1.416
H 2.605 0.891 1.454

Here are the Mulliken charges for atoms 1 to 4, given in e: atom 1 (C): -1.199, atom 2 (C): -0.409, atom 3 (C): -0.825, atom 4 (C): 0.526

***

Here is a 2-piece molecular cluster, C5H7BrFN overall in a non-equilibrium geometry from the Open Molecules 2025 dataset. Energies are from wB97M-V/def2-TZVPD.

**Frontier orbital gap**: 9.546 eV
**LUMO energy**: 0.443 eV
**Highest occupied orbital energy**: -9.1026 eV
**Relative energy (zero: lowest compared OMol25 entry of this formula, charge and spin)**: 0.0 kJ/mol
**Strongest force on any atom**: 4.55 eV Å⁻¹
**Energy**: -79545.7972 eV
**Net charge**: 0

Cartesian coordinates (Å):
C -1.643 -0.287 1.373
C 1.234 -1.161 -0.426
C 0.713 1.379 0.356
C -1.603 -0.454 -0.035
C 0.431 0.119 -0.519
N -1.672 -0.005 2.484
F 0.313 0.419 -1.835
Br -2.794 0.670 -0.972
H 0.751 -1.790 -1.265
H 1.281 -1.695 0.585
H 2.234 -0.885 -0.844
H 1.727 1.672 0.003
H 0.044 2.309 0.299
H 0.514 1.165 1.435
H -1.530 -1.456 -0.640

Here are the Mulliken charges for atoms 1 to 4, given in e: atom 1 (C): 0.289, atom 2 (C): -1.006, atom 3 (C): -1.189, atom 4 (C): -0.308

***

Question: Look up the net charge of the second one.
Answer: 0

***

Question: Which value of strongest force on any atom does entry 6 give?
Answer: 3.43 eV Å⁻¹